Record 1
Below is a cluster of 2 separate species, C9H13NO in total in a non-equilibrium geometry, with properties calculated with the ωB97M-V functional and the def2-TZVPD basis.

Positions of all 24 atoms, in Å:
1 C 0.12457 1.61892 -1.78626
2 C -2.83404 1.21867 0.48944
3 C -3.04417 -0.07649 0.22972
4 C -1.71181 1.81743 -0.00740
5 C -0.93275 1.08547 -0.96537
6 C -2.43658 -0.69622 -0.80537
7 C -1.43925 -0.07052 -1.54757
8 H -3.46141 1.71308 1.18874
9 H -3.89962 -0.49046 0.72927
10 H -1.28017 2.71962 0.28324
11 H -2.66111 -1.75854 -1.14743
12 H -0.05002 1.41979 -2.86011
13 H 1.07460 1.09612 -1.61817
14 H -0.97517 -0.34154 -2.42803
15 H 0.04912 2.70333 -1.83928
16 C 3.53693 -1.16770 1.75852
17 C 2.04992 -1.12971 1.61675
18 O 1.35099 -0.72896 2.49307
19 N 1.54587 -1.54350 0.42207
20 H 4.05249 -0.28891 1.35017
21 H 4.05174 -2.11949 1.52345
22 H 0.64193 -1.80654 0.23991
23 H 2.31298 -2.17492 -0.10772
24 H 3.93497 -0.99894 2.78836

Output
- Energy relative to the best compared isomer or geometry (same formula, charge and spin): 47.8 kcal/mol
- 2S+1: 1
- HOMO-LUMO gap: 9.65 eV
- Structure (SMILES): Cc1ccccc1.CC(N)=O

=====

Record 2
Below is a structure of composition C31H38GeN7O4STl, with properties calculated with the ωB97M-V functional and the def2-TZVPD basis.

Positions of all 83 atoms, in Å:
1 Tl 0.56841 1.02852 -0.53173
2 O -2.77392 -2.06509 2.04503
3 C -1.75759 -1.26598 1.92911
4 O -1.83992 -0.03389 1.76552
5 C -0.43627 -1.94406 1.98952
6 C -0.38192 -3.29507 2.29927
7 C 0.86232 -3.89786 2.34754
8 C 1.97663 -3.12898 2.07954
9 C 1.80698 -1.78368 1.76172
10 N 0.62419 -1.19265 1.71985
11 C 2.98675 -0.92793 1.35530
12 O 4.14910 -1.16543 1.97453
13 O 2.93060 -0.08479 0.50352
14 H -3.63009 -1.58221 2.04383
15 H -1.28636 -3.85687 2.47860
16 H 0.95847 -4.94991 2.57970
17 H 2.95881 -3.58629 2.08125
18 H 4.05903 -1.79721 2.70047
19 N 1.05875 3.57509 -1.72429
20 C 2.35792 3.56813 -2.40935
21 C 2.50472 2.33232 -3.27623
22 N 2.53784 1.11087 -2.45683
23 H 0.31021 3.75612 -2.38350
24 H 1.02432 4.30388 -1.02173
25 H 3.13980 3.56212 -1.64438
26 H 2.51954 4.45401 -3.02892
27 H 3.39564 2.44368 -3.90009
28 H 1.64563 2.26381 -3.94819
29 H 3.39169 1.06955 -1.90932
30 H 2.52930 0.28540 -3.04431
31 C 4.52361 4.22603 3.02855
32 N 3.23278 3.71527 2.57401
33 C 2.01735 3.91492 3.17720
34 C 1.10933 3.23569 2.42083
35 N 1.74455 2.62379 1.36353
36 C 3.01754 2.93261 1.49487
37 H 4.35488 4.96280 3.80744
38 H 5.04964 4.70153 2.20477
39 H 5.13471 3.42069 3.43004
40 H 1.91123 4.51018 4.06906
41 H 0.04431 3.14883 2.56839
42 H 3.81591 2.59475 0.85114
43 C 0.82225 -5.10225 -5.40551
44 C 1.31923 -4.50543 -4.13153
45 C 2.57419 -4.65929 -3.63172
46 C 2.87959 -4.03278 -2.40506
47 N 2.00727 -3.30304 -1.73034
48 C 0.75588 -3.13865 -2.22169
49 S -0.43538 -2.23728 -1.45400
50 N 0.45287 -3.75041 -3.41561
51 C 4.25148 -4.17096 -1.82570
52 H 1.58375 -5.73284 -5.85408
53 H 0.55672 -4.31673 -6.11498
54 H -0.06907 -5.70494 -5.22434
55 H 3.30850 -5.25205 -4.15755
56 H -0.49533 -3.61936 -3.74183
57 H 4.60871 -5.19734 -1.90935
58 H 4.25385 -3.85842 -0.78467
59 H 4.94961 -3.53878 -2.38064
60 Ge -3.32050 1.27016 1.94822
61 C -3.10348 2.29868 0.36617
62 C -3.37009 1.75283 -0.89283
63 C -3.30143 2.55684 -2.01989
64 C -2.98707 3.90545 -1.89126
65 C -2.71199 4.44919 -0.64338
66 C -2.76594 3.64674 0.48873
67 C -4.86426 0.17814 2.23953
68 C -5.13527 -0.21795 3.55738
69 C -6.25436 -0.98974 3.83363
70 C -7.11092 -1.35616 2.80311
71 C -6.85846 -0.95337 1.49729
72 C -5.74117 -0.18436 1.21165
73 H -2.80668 1.88138 3.24686
74 H -3.60898 0.70159 -1.00321
75 H -3.50698 2.13712 -2.99633
76 H -2.96377 4.53771 -2.77031
77 H -2.46796 5.49973 -0.55027
78 H -2.55842 4.07896 1.46132
79 H -4.47882 0.08143 4.36715
80 H -6.46453 -1.29238 4.85074
81 H -7.98785 -1.95114 3.02156
82 H -7.53833 -1.23199 0.70334
83 H -5.56325 0.13897 0.19411

Output
- Energy relative to the best compared isomer or geometry (same formula, charge and spin): 37.0 kcal/mol
- 2S+1: 1
- Net charge: +2
- HOMO-LUMO gap: 6.73 eV

=====

Record 3
Below is a structure of composition C41H35AsIrN4O6S2 in a non-equilibrium geometry, with properties calculated with the ωB97M-V functional and the def2-TZVPD basis.

Positions of all 90 atoms, in Å:
1 Ir -0.31466 -0.01684 0.20026
2 C -4.11390 7.32110 -0.43123
3 C -3.27752 6.20980 0.12767
4 C -3.49043 5.73176 1.42184
5 C -2.71784 4.71081 1.93801
6 C -1.72777 4.14261 1.14051
7 C -1.47649 4.61962 -0.14425
8 C -2.25338 5.64808 -0.63579
9 S -0.66400 2.93249 1.78430
10 O -0.65560 2.97250 3.21210
11 O 0.53145 2.89686 1.00610
12 N -1.28954 1.31302 1.44299
13 C -2.31381 0.77399 2.10217
14 C -3.20769 1.40774 2.99303
15 C -4.27321 0.70875 3.54906
16 C -4.46861 -0.62805 3.28393
17 C -3.55228 -1.34011 2.45726
18 C -3.65177 -2.71890 2.20078
19 C -2.68820 -3.33121 1.44130
20 C -1.63200 -2.57761 0.92956
21 N -1.53173 -1.27171 1.14560
22 C -2.48251 -0.64170 1.89117
23 H -4.80995 7.71101 0.30804
24 H -4.68756 6.96945 -1.29022
25 H -3.48237 8.14016 -0.77652
26 H -4.25219 6.18764 2.04054
27 H -2.84152 4.41918 2.97098
28 H -0.68275 4.19162 -0.73634
29 H -2.05849 6.03016 -1.62973
30 H -3.05856 2.44333 3.24263
31 H -4.95611 1.22949 4.20575
32 H -5.30468 -1.16076 3.71756
33 H -4.47781 -3.28428 2.61315
34 H -2.71755 -4.39114 1.23337
35 H -0.83857 -3.04528 0.36683
36 C -1.59041 0.98318 -3.80040
37 S -1.23270 1.13496 -2.08874
38 O -1.87059 2.30374 -1.56550
39 O -1.70831 -0.11795 -1.37109
40 O 0.24572 1.09656 -1.89956
41 H -2.58416 1.38996 -3.96773
42 H -1.52990 -0.06226 -4.09273
43 H -0.83942 1.57036 -4.32585
44 N 4.71636 -0.94683 5.19096
45 C 4.43575 0.11298 4.40286
46 O 5.00923 1.17549 4.45521
47 C 3.31373 -0.06149 3.39615
48 C 3.30506 0.80580 2.31394
49 C 2.27781 0.73652 1.39826
50 N 1.27275 -0.14856 1.52175
51 C 1.27609 -0.99071 2.56723
52 C 2.27783 -0.98027 3.51399
53 H 5.46308 -0.84880 5.86032
54 H 4.30381 -1.85213 5.06576
55 H 4.08650 1.54603 2.21191
56 H 2.23996 1.39015 0.53917
57 H 0.45425 -1.68808 2.63307
58 H 2.21075 -1.66852 4.34526
59 C 2.30946 -5.68890 0.57711
60 C 1.25905 -5.65683 -0.32848
61 C 0.84928 -4.44803 -0.87615
62 C 1.48610 -3.26574 -0.50777
63 C 2.54667 -3.30279 0.39403
64 C 2.95592 -4.51269 0.93414
65 As 0.96560 -1.57004 -1.28366
66 C 0.27590 -1.96770 -3.01580
67 C -0.92173 -2.58026 -3.34728
68 C -1.20968 -2.80968 -4.68638
69 C -0.30714 -2.40974 -5.66558
70 C 0.88708 -1.78939 -5.32522
71 C 1.19609 -1.56552 -3.98830
72 C 2.44691 -0.95881 -3.47738
73 C 3.49322 -0.50237 -4.26690
74 C 4.63988 0.00592 -3.67365
75 C 4.75869 0.05252 -2.29197
76 C 3.71724 -0.39466 -1.48891
77 C 2.56806 -0.88440 -2.08391
78 H 2.63817 -6.63306 0.98995
79 H 0.77097 -6.57509 -0.62699
80 H 0.05637 -4.44003 -1.61536
81 H 3.07465 -2.39527 0.66394
82 H 3.79269 -4.54121 1.61962
83 H -1.63851 -2.85630 -2.58336
84 H -2.13509 -3.29434 -4.96681
85 H -0.53524 -2.58840 -6.70784
86 H 1.57545 -1.49381 -6.10565
87 H 3.42604 -0.54617 -5.34581
88 H 5.45104 0.36038 -4.29489
89 H 5.66307 0.43404 -1.83778
90 H 3.83020 -0.36538 -0.41364

Output
- Energy relative to the best compared isomer or geometry (same formula, charge and spin): 0.0 kcal/mol
- ⟨S²⟩: 0.80
- 2S+1: 2
- Net charge: +2
- HOMO-LUMO gap (alpha / beta): 7.00 / 5.27 eV

=====

Record 4
Below is a structure of composition C19H45Br2N2SiYb in a non-equilibrium geometry, with properties calculated with the ωB97M-V functional and the def2-TZVPD basis.

Positions of all 70 atoms, in Å:
1 Yb 1.16780 0.20071 -0.39059
2 Br 2.49817 -1.48451 -3.14060
3 C 2.82202 -3.01245 -2.01250
4 Br 2.97639 -2.50725 -0.14878
5 H 3.75762 -3.46478 -2.30448
6 H 1.98570 -3.68922 -2.10284
7 C 1.21467 2.78910 1.88149
8 N 2.06068 1.59314 1.68184
9 C 2.02898 0.78852 2.92207
10 C 3.45265 2.01815 1.42376
11 C 3.64021 2.56892 0.02805
12 N 3.43815 1.54473 -1.01599
13 C 4.64298 0.69171 -1.08413
14 C 3.27503 2.21823 -2.32012
15 H 1.58318 3.38740 2.72202
16 H 0.19126 2.49129 2.09959
17 H 1.20803 3.41811 0.99217
18 H 2.46462 1.34141 3.76033
19 H 2.59787 -0.13218 2.78828
20 H 1.00126 0.53564 3.17952
21 H 4.11181 1.16570 1.59144
22 H 3.73649 2.78644 2.15071
23 H 4.64820 2.98765 -0.05766
24 H 2.94564 3.39050 -0.15133
25 H 5.53464 1.30670 -1.25095
26 H 4.55416 -0.01112 -1.90773
27 H 4.77915 0.13046 -0.16358
28 H 4.14241 2.84334 -2.55670
29 H 2.39127 2.85877 -2.30772
30 H 3.17018 1.47715 -3.11140
31 C -2.80121 -2.65100 1.50525
32 C -1.45744 -2.19890 0.90693
33 C -0.44289 -1.95976 2.03830
34 C -0.90268 -3.32633 0.01843
35 Si -1.72288 -0.59950 -0.09663
36 C -2.52847 0.83860 0.85866
37 C -2.13098 0.79488 2.34208
38 C -2.04987 2.19541 0.29199
39 C -4.06164 0.74776 0.75767
40 C -2.31262 -0.81797 -1.89948
41 C -2.60782 0.54379 -2.54591
42 C -3.59527 -1.67023 -1.90534
43 C -1.23494 -1.48924 -2.76533
44 H -2.65559 -3.61669 2.00428
45 H -3.56902 -2.79288 0.73986
46 H -3.19016 -1.95478 2.25044
47 H -0.23335 -2.90409 2.55259
48 H -0.79595 -1.24894 2.78560
49 H 0.52759 -1.60287 1.66381
50 H -0.68474 -4.19819 0.64409
51 H 0.03102 -3.04572 -0.47926
52 H -1.61254 -3.64409 -0.74429
53 H -1.04671 0.83316 2.48514
54 H -2.50672 -0.09017 2.85563
55 H -2.55723 1.66701 2.84879
56 H -0.95434 2.25805 0.21136
57 H -2.35467 3.00421 0.96504
58 H -2.46183 2.41704 -0.68749
59 H -4.45059 -0.18472 1.17607
60 H -4.42601 0.84109 -0.26574
61 H -4.49907 1.57214 1.33424
62 H -3.46361 1.04623 -2.09750
63 H -2.84370 0.38866 -3.60407
64 H -1.75266 1.22579 -2.50428
65 H -4.38259 -1.25567 -1.27100
66 H -3.41497 -2.69944 -1.59228
67 H -3.98599 -1.70429 -2.92947
68 H -0.32504 -0.88215 -2.82380
69 H -1.60141 -1.58277 -3.79315
70 H -0.96264 -2.48568 -2.42541

Output
- ⟨S²⟩: 0.75
- 2S+1: 2
- Net charge: +2
- HOMO-LUMO gap (alpha / beta): 7.93 / 7.58 eV

=====

Record 5
Below is a cluster of 3 separate species, C3H9N2S in total in a non-equilibrium geometry, with properties calculated with the ωB97M-V functional and the def2-TZVPD basis.

Positions of all 15 atoms, in Å:
1 C -0.57933 -1.52330 -0.23351
2 C -0.22621 -1.04664 0.94160
3 C 2.82850 0.81574 -0.67495
4 N 3.40627 -0.19709 -1.04219
5 N -1.98558 1.07885 0.20654
6 S 1.73525 1.81194 -0.23130
7 H 0.13462 -1.41835 -1.12345
8 H -1.58740 -1.79895 -0.27323
9 H 0.79145 -0.76351 1.21634
10 H -0.85827 -0.97728 1.84618
11 H -1.68548 1.80123 0.88169
12 H 4.23723 -0.55051 -1.52164
13 H -1.95186 1.59315 -0.70444
14 H -2.93658 0.86390 0.44052
15 H -1.32260 0.31085 0.27183

Output
- Energy relative to the best compared isomer or geometry (same formula, charge and spin): 51.1 kcal/mol
- 2S+1: 1
- Net charge: +1
- HOMO-LUMO gap: 9.09 eV

=====

no.,calculated total energy (eV)
1,-13079.9981
2,-123418.7890
3,-146666.3515
4,-202891.3131
5,-17063.9525